#P
Below is C22H48NO14S as an isolated structure, with properties calculated with wB97M-V/def2-TZVPD.

Geometry as XYZ:
```
86
Properties=species:S:1:pos:R:3:lowdin_charge:R:1
H 1.72 -1.63 1.71 0.0217
O 1.31 -3.14 -0.49 0.0797
H 1.03 2.29 5.82 0.0258
H 1.57 -0.93 4.69 -0.0553
H -2.13 4.56 4.99 0.0769
O -1.20 -0.66 2.71 0.1533
H 0.93 -1.07 -3.43 0.1254
O 2.23 -4.16 -2.34 -0.0518
C 1.21 1.40 5.47 -0.0371
H -0.38 2.54 -0.49 -0.0478
H 1.15 -7.14 -3.54 0.0780
O 0.27 1.42 0.24 -0.3848
H 2.91 -6.58 -3.47 0.0937
H 2.49 -2.12 4.71 0.0247
C 2.57 -1.15 4.52 -0.0261
H 0.41 2.92 1.80 0.0880
C -0.46 4.58 3.76 -0.5544
C 0.69 -1.84 -4.33 -0.0332
H 0.35 4.53 0.98 0.1337
H -1.56 2.26 0.88 0.0873
O 4.40 -0.53 2.84 -0.0601
O -1.03 4.26 2.58 -0.0073
H 3.23 -0.82 5.26 0.0729
H -4.80 4.73 -2.38 0.0772
H -0.84 5.70 5.51 0.1119
H -1.39 -3.27 -5.79 0.1431
C 3.06 -0.79 3.04 -0.2148
H 2.21 1.25 5.11 0.1034
C -1.38 5.22 4.68 0.0171
C 0.29 1.03 4.49 -0.1802
C -0.23 3.70 1.45 -0.1588
H 0.72 -0.82 -0.53 0.0649
H 3.59 -2.13 -2.71 0.0990
C 0.55 -2.37 2.98 0.0235
S 0.70 1.76 -1.07 0.2899
C 2.11 -0.70 2.02 -0.0702
H -0.60 0.88 -3.50 0.1532
H -1.55 2.21 -4.51 0.1109
H -4.73 2.61 -1.37 0.0854
H 1.79 -5.94 -1.28 0.1278
O -1.38 -2.07 -2.90 -0.0135
C -0.65 -2.46 -3.94 -0.4397
H -1.79 5.81 4.03 0.0305
H -0.74 1.02 4.39 0.1213
C -4.81 2.64 -2.39 -0.1941
O 0.48 3.19 -1.24 -0.2578
H 2.40 -1.31 -1.58 -0.0004
C -1.08 3.12 0.35 -0.1644
H -2.09 -3.98 -4.00 0.1059
O -0.15 1.04 -1.98 -0.4415
H -0.25 -3.14 2.81 0.1146
H -0.76 -1.37 -0.29 0.1032
C -0.15 -0.99 3.18 -0.4509
O -2.69 0.87 -1.83 0.0612
O 2.16 1.34 -1.16 -0.3532
C 2.10 -3.19 -1.42 -0.4837
H -1.81 3.63 -0.25 0.0671
C 1.48 -5.45 -2.23 -0.1718
H 2.13 -0.15 1.12 0.0846
H 3.81 -1.89 -0.95 0.0810
H -0.27 0.23 0.28 0.0164
C 3.10 -2.01 -1.73 0.0597
H -0.51 -4.33 -4.59 0.0340
C -1.26 -3.59 -4.65 -0.0550
H 1.64 -5.83 -4.35 0.0243
H -6.56 3.88 -2.71 0.1288
C 1.83 -6.29 -3.46 -0.0780
H -5.25 1.74 -2.92 0.1440
H -5.04 3.98 -3.94 0.0676
H 0.78 -1.35 -5.36 0.0947
C -1.31 1.90 -3.41 -0.0494
H 1.08 -2.82 3.78 0.0705
C -5.37 3.94 -2.90 -0.0929
H 1.17 0.80 6.42 0.1235
H 1.54 -2.69 -4.52 0.1241
H -0.57 2.37 -3.03 -0.0057
O 0.64 -0.31 4.10 -0.1778
H 1.10 -2.37 2.05 0.0323
O -3.46 2.62 -3.05 -0.0360
N -0.22 -0.57 -0.37 0.2747
H 1.23 -0.04 2.18 0.1134
H 0.44 1.49 3.58 0.1023
C -2.58 1.68 -2.76 -0.5132
O 0.72 4.39 4.04 0.0550
H -0.62 -0.34 -1.19 0.0172
H 0.34 -5.25 -2.21 0.1402
```

Output
HOMO-LUMO gap, eV: 5.5
Multiplicity: 1
Charge: -1



#Q
Below is C22H48NO14S as an isolated structure, with properties calculated with wB97M-V/def2-TZVPD.

Geometry as XYZ:
```
86
Properties=species:S:1:pos:R:3:lowdin_charge:R:1
C -0.06 -1.05 3.25 -0.5720
C 1.18 1.38 5.59 -0.0380
O 2.14 -4.15 -2.34 -0.0018
H 0.96 0.79 6.42 0.0638
H -0.67 -0.18 -1.07 0.0336
C -1.31 1.78 -3.50 -0.0782
H 1.50 -5.95 -1.36 0.1451
H 0.73 -1.29 -5.20 0.1214
H 2.15 0.99 5.44 0.0441
C 2.19 -0.67 2.00 -0.0219
H -0.58 1.20 5.05 0.0948
O 4.37 -0.58 2.81 -0.0443
H -0.75 2.43 -2.85 0.0634
H -0.23 -3.01 2.75 0.0915
H 0.47 4.35 1.00 0.0939
C 2.14 -3.21 -1.40 -0.4635
O 0.19 1.38 0.27 -0.4000
H 1.55 -5.57 -4.25 0.0780
H -0.49 -4.46 -4.78 0.0913
H -0.17 0.05 0.36 -0.0305
C 2.55 -1.13 4.58 -0.0423
H 1.17 -2.47 2.14 0.0276
H 0.43 -5.18 -2.24 0.0786
H -0.93 5.92 5.45 0.1303
S 0.70 1.75 -1.05 0.2272
H -1.58 2.27 0.61 0.0353
H 3.65 -2.32 -2.70 0.1351
H 1.29 -2.70 -4.34 0.1150
H -1.88 3.60 -0.09 0.0714
H -1.45 2.34 -4.58 0.1225
C 0.56 -2.37 2.98 0.0116
C 1.72 -6.30 -3.43 -0.0461
H 0.55 2.93 1.56 0.1257
H 2.59 -1.10 -1.90 0.0828
H -0.63 2.76 -0.35 -0.0604
C 3.12 -0.69 3.21 -0.2935
H -1.50 -3.25 -5.78 0.1369
C 0.22 1.00 4.45 -0.0810
C -1.23 -3.61 -4.68 -0.0450
C 3.08 -2.08 -1.68 0.0334
H 1.41 -7.22 -3.36 -0.0007
C -0.22 3.73 1.43 -0.1664
H 3.14 -0.81 5.40 0.0651
H 1.49 -0.98 4.50 -0.0963
O -2.71 0.83 -1.83 0.1145
C -4.80 2.68 -2.42 -0.1924
H 1.31 -0.17 2.44 0.0786
H -4.85 2.75 -1.33 0.1025
C -0.71 -2.44 -3.99 -0.3711
H 2.01 -1.74 1.63 0.0870
C 0.62 -1.80 -4.23 0.0212
H -2.17 -3.95 -4.40 0.0513
O 0.72 4.31 4.01 0.0616
H 1.19 2.43 5.78 0.0752
O 0.53 3.10 -1.30 -0.2630
H -1.90 4.17 4.85 0.1382
H -6.54 4.18 -3.00 0.1054
O -3.39 2.65 -3.02 -0.0381
H 2.83 -6.68 -3.58 0.1251
H -0.58 -1.48 -0.29 0.0847
O -1.11 -0.74 2.68 0.1277
O 0.57 -0.34 4.08 -0.0946
H -4.93 3.96 -3.88 0.0222
N -0.19 -0.61 -0.34 0.2619
C -0.45 4.53 3.74 -0.5163
C -1.15 3.11 0.42 -0.1115
H 2.81 -2.31 4.65 0.1406
H 1.19 -2.73 3.76 0.0791
H -2.02 5.77 4.12 0.0289
O -1.36 -2.07 -2.87 -0.0075
C 1.43 -5.33 -2.30 -0.2616
H -0.74 0.84 -3.69 0.0895
C -5.37 4.01 -2.94 -0.1214
H 0.38 1.72 3.55 0.1658
C -1.39 5.20 4.66 0.0053
H 0.88 -1.21 -3.65 -0.0678
H 2.72 -0.19 1.22 0.0814
H 3.78 -2.10 -0.93 0.0580
C -2.57 1.60 -2.73 -0.5177
H -5.58 1.90 -2.72 0.1318
O -0.20 1.07 -2.03 -0.4744
O -1.05 4.21 2.50 -0.0086
H -4.91 4.95 -2.47 0.0967
O 2.05 1.34 -1.24 -0.3023
O 1.33 -3.16 -0.43 0.0531
H 0.78 -0.60 -0.78 0.1233
```

Output
HOMO-LUMO gap, eV: 6.7
Multiplicity: 1
Charge: -1



It is #P that is the least stable of them.



#P
Below is a 2-piece molecular cluster, C12H17N overall, with properties calculated with wB97M-V/def2-TZVPD.

Geometry as XYZ:
```
30
Properties=species:S:1:pos:R:3:lowdin_charge:R:1
C -0.67 2.45 -2.92 -0.3053
H -0.04 3.31 -3.13 0.0963
C 0.25 1.38 -2.33 -0.1377
H -2.11 2.09 -1.34 0.0659
C -0.44 -2.88 0.17 -0.0403
H 0.76 0.94 -3.21 0.0720
C -0.58 -2.35 1.43 -0.2503
H 1.72 1.36 3.11 0.0963
C 1.53 0.58 2.39 -0.1095
H -0.33 0.57 -1.88 0.0624
H 2.99 1.43 1.08 0.0975
H -2.39 -2.17 2.53 0.0798
C -1.70 2.96 -1.86 -0.1268
H -1.32 2.06 -3.70 0.0981
H 1.04 1.71 -1.67 0.0579
C 2.06 -0.24 0.14 -0.0282
H 0.77 -2.01 -1.42 0.1357
C 1.05 -1.14 0.38 -0.2078
H 0.05 -0.44 3.59 0.1072
H -2.48 3.52 -2.34 0.0560
H 2.57 -0.16 -0.81 0.1059
H -0.89 -3.77 -0.23 0.1164
N 0.57 -2.16 -0.45 0.0592
C -1.55 -2.86 2.48 -0.0370
C 2.27 0.63 1.23 -0.1040
H -1.79 -3.89 2.25 0.0706
H -0.97 -2.85 3.40 0.0720
C 0.31 -1.27 1.61 -0.1551
C 0.50 -0.33 2.61 -0.0160
H -1.19 3.55 -1.10 0.0688
```

Output
HOMO-LUMO gap, eV: 8.7
Structure (SMILES): Cc1c[nH]c2ccccc12.CCC
Multiplicity: 1



#Q
Below is a 2-piece molecular cluster, C12H17N overall, with properties calculated with wB97M-V/def2-TZVPD.

Geometry as XYZ:
```
30
Properties=species:S:1:pos:R:3:lowdin_charge:R:1
C 0.47 0.03 -1.95 -0.0489
H -1.84 -1.20 1.21 0.0394
C -2.17 -2.90 -0.45 -0.1895
H -2.58 -0.95 -1.46 0.1070
H 0.51 3.53 -1.93 0.1285
C 1.19 0.53 1.58 -0.3166
C 0.74 2.32 -0.20 -0.0487
H 1.52 -1.50 2.40 0.1508
H -4.08 -1.84 -1.01 0.1553
H -1.94 -3.29 -1.44 0.0608
H -3.63 -1.33 1.45 0.0700
H -0.21 -0.87 -2.36 0.1534
C 1.42 -0.81 1.49 -0.0586
H -2.80 -3.71 -0.07 0.0729
N 1.08 -1.27 0.22 0.0839
C 0.45 1.35 -2.42 -0.0814
H -1.29 -2.95 0.19 0.0571
C 1.69 1.28 2.66 -0.0816
C -2.81 -0.95 0.86 -0.1055
H 0.82 3.16 0.57 0.1362
H 1.80 0.66 3.58 0.0987
H 2.66 1.67 2.33 0.0990
C 0.84 -0.08 -0.63 -0.1752
H -2.86 0.11 0.71 0.0571
C 1.04 1.00 0.27 -0.1509
H 1.18 2.18 2.95 0.0736
H 1.34 -2.07 -0.24 0.0987
C 0.62 2.46 -1.51 -0.1251
H 0.43 1.58 -3.45 0.0758
C -2.92 -1.62 -0.54 -0.3362
```

Output
HOMO-LUMO gap, eV: 8.7
Structure (SMILES): Cc1c[nH]c2ccccc12.CCC
Multiplicity: 1



#R
Below is one molecule with the formula C12H17N, with properties calculated with wB97M-V/def2-TZVPD.

Geometry as XYZ:
```
30
Properties=species:S:1:pos:R:3:lowdin_charge:R:1
C 0.65 2.84 2.03 -0.0942
C 0.90 0.56 2.86 -0.0359
H 1.48 -1.82 2.01 0.1242
H -0.80 0.98 -1.29 0.1085
C 0.29 0.94 0.55 -0.1760
H -2.89 -2.04 -2.65 0.0737
H -1.08 -1.58 -4.24 0.1196
H -2.86 -0.44 -2.03 0.0567
H 0.88 0.63 -1.51 0.1347
C 0.61 0.08 1.58 -0.1947
H 1.81 -1.55 -0.48 0.1278
H 1.02 -0.12 3.68 0.1056
C 0.03 0.44 -0.84 -0.0992
H 0.71 3.93 2.22 0.1101
C -1.13 -1.02 -3.27 -0.3320
H 0.73 -2.92 -0.20 0.1196
C 0.66 -1.40 1.36 -0.1495
C 0.28 2.32 0.79 -0.0411
C -0.24 -1.08 -0.92 -0.3526
H -3.21 -0.60 -3.76 0.0826
H -0.32 -2.59 -2.25 0.1222
C 0.81 -1.82 -0.11 -0.1558
H -0.08 2.96 -0.01 0.1117
C 0.96 1.95 3.06 -0.0925
C -2.61 -1.02 -2.92 -0.1124
H -0.27 -1.88 1.73 0.1276
H -0.77 0.01 -3.53 0.1132
H 1.22 2.40 4.04 0.1064
H -1.26 -1.27 -0.48 0.1502
N -0.21 -1.55 -2.33 -0.0588
```

Output
HOMO-LUMO gap, eV: 9.8
Structure (SMILES): CCN[C@H]1CCc2ccccc2C1
Multiplicity: 1



#S
Below is one molecule with the formula C12H17N, with properties calculated with wB97M-V/def2-TZVPD.

Geometry as XYZ:
```
30
Properties=species:S:1:pos:R:3:lowdin_charge:R:1
H -1.62 -2.10 -1.45 0.0964
H -0.27 -0.63 -3.41 0.0996
H -2.49 1.21 -0.37 0.0871
H 2.04 1.15 -0.08 0.0424
C 0.52 -0.90 -2.71 -0.0381
H -2.74 -1.21 -0.47 0.0617
C 0.34 -0.74 -1.37 -0.2533
C -1.76 -1.63 -0.45 0.0041
H -1.41 -2.31 0.29 0.0576
C 1.22 -1.31 0.71 -0.0448
C -0.16 -0.18 0.90 -0.1297
H 0.85 -2.37 0.79 0.1217
C -0.81 -0.35 -0.45 -0.4229
H -1.60 0.98 -2.11 0.1246
H 2.40 -1.63 -3.79 0.0945
H -1.24 1.93 2.34 0.0910
H 0.37 2.88 2.47 0.1208
H 2.03 -1.08 1.47 0.1338
C -1.60 0.89 -0.94 -0.0291
H 3.44 -1.68 -1.31 0.1282
C 1.60 1.58 0.76 0.0685
C -0.14 1.83 2.46 -0.0694
N 1.43 -1.15 -0.66 -0.0997
H 0.01 1.10 3.24 0.0788
H -1.03 1.75 -0.66 0.0476
H 2.06 2.49 1.10 0.0598
C 2.37 -1.51 -1.65 -0.0976
C 0.44 1.14 1.32 -0.3914
H -0.65 -0.58 1.86 0.1522
C 1.88 -1.35 -2.89 -0.0941
```

Output
HOMO-LUMO gap, eV: 8.8
Structure (SMILES): C=C(C)[C@@H]1Cn2cccc2C1(C)C
Multiplicity: 1



It is #S that is the least stable of them.